No. 1
DFT (ωB97M-V/def2-TZVPD) results for 10 unconnected molecules or ions with the total composition C20H60O20 at a distorted geometry.

HOMO	-9.45	eV
E_tot	-2302.655802	Eh
HOMO-LUMO gap	0.35895	hartree
total charge	0
LUMO	0.31	eV
ΔE to the lowest compared entry with this formula, charge and spin	20.5	kcal/mol

```
100
C20H60O20, DFT ωB97M-V/def2-TZVPD
O -2.01 -1.47 -0.61
C -1.32 -2.74 -0.37
C -0.85 -3.41 -1.62
O -1.91 -3.93 -2.35
H -2.83 -1.59 -0.09
H -0.45 -2.59 0.30
H -1.97 -3.47 0.09
H -0.08 -4.14 -1.38
H -0.37 -2.59 -2.18
H -1.70 -3.66 -3.25
O 1.55 -1.68 -3.69
C 2.51 -2.74 -3.54
C 3.18 -2.80 -2.14
O 2.31 -3.02 -1.09
H 2.00 -0.82 -3.64
H 2.00 -3.70 -3.69
H 3.31 -2.68 -4.28
H 3.66 -1.81 -2.02
H 3.86 -3.66 -2.23
H 1.73 -2.23 -1.02
O 1.97 2.78 3.41
C 1.54 1.87 4.33
C 1.64 0.38 4.00
O 2.96 0.09 3.65
H 2.86 2.47 3.17
H 2.15 1.91 5.23
H 0.49 2.14 4.61
H 1.05 0.13 3.09
H 1.35 -0.19 4.88
H 2.97 -0.82 3.32
O -3.58 -1.56 1.90
C -2.57 -0.96 2.66
C -2.70 0.54 2.91
O -1.59 1.03 3.71
H -4.45 -1.68 2.30
H -2.41 -1.53 3.58
H -1.68 -1.10 2.04
H -3.67 0.72 3.36
H -2.63 1.02 1.94
H -1.97 1.23 4.57
O -2.94 2.02 -0.06
C -3.93 1.61 -1.01
C -5.00 1.07 -0.11
O -5.23 1.96 0.96
H -2.08 2.21 -0.47
H -4.24 2.46 -1.59
H -3.56 0.83 -1.68
H -4.75 0.00 0.15
H -5.89 0.97 -0.70
H -4.36 2.06 1.37
O -1.13 -1.60 -4.32
C -1.87 -0.50 -3.76
C -1.27 0.88 -3.97
O -0.02 1.07 -3.31
H -0.17 -1.60 -4.09
H -2.86 -0.47 -4.30
H -2.09 -0.69 -2.68
H -2.04 1.59 -3.68
H -1.13 0.94 -5.09
H -0.14 1.54 -2.46
O 0.64 4.06 1.21
C -0.29 4.62 2.22
C -1.72 4.74 1.59
O -2.44 5.47 2.57
H 1.32 3.53 1.63
H -0.28 4.12 3.18
H -0.01 5.66 2.45
H -2.19 3.76 1.48
H -1.66 5.25 0.64
H -3.39 5.44 2.33
O 2.11 -5.14 3.76
C 2.57 -4.94 2.46
C 2.17 -3.56 2.04
O 2.55 -2.62 3.07
H 1.85 -6.05 3.94
H 3.68 -5.02 2.51
H 2.09 -5.64 1.74
H 1.14 -3.36 1.75
H 2.85 -3.31 1.25
H 2.01 -2.81 3.87
O -0.23 2.13 -0.58
C 0.02 1.16 0.42
C 1.28 0.34 0.07
O 1.23 -0.46 -1.08
H 0.23 2.93 -0.28
H 0.15 1.59 1.37
H -0.86 0.45 0.50
H 1.54 -0.32 0.91
H 2.21 1.02 0.08
H 0.77 -0.02 -1.79
O 2.45 1.48 -4.88
C 2.96 2.39 -3.81
C 3.35 1.61 -2.57
O 3.95 0.37 -2.94
H 1.60 1.19 -4.47
H 3.79 2.87 -4.30
H 2.27 3.11 -3.49
H 2.40 1.36 -2.04
H 4.05 2.17 -1.89
H 4.16 0.34 -3.91
```

Atom charges from the Löwdin analysis, given in e for atoms 1 to 6: atom 1 (O): -0.090, atom 2 (C): -0.208, atom 3 (C): -0.293, atom 4 (O): -0.031, atom 5 (H): 0.063, atom 6 (H): 0.102

***

No. 2
DFT (ωB97M-V/def2-TZVPD) results for 10 unconnected molecules or ions with the total composition C20H60O20 at a distorted geometry.

HOMO	-9.58	eV
E_tot	-2302.581010	Eh
HOMO-LUMO gap	0.36620	hartree
total charge	0
LUMO	0.38	eV
ΔE to the lowest compared entry with this formula, charge and spin	67.5	kcal/mol

```
100
C20H60O20, DFT ωB97M-V/def2-TZVPD
O -22.61 -15.25 -2.93
C -22.16 -16.27 -3.80
C -21.86 -15.79 -5.23
O -20.66 -15.07 -5.18
H -23.42 -15.60 -2.55
H -21.32 -16.81 -3.35
H -22.98 -16.99 -3.91
H -22.67 -15.09 -5.46
H -21.81 -16.66 -5.89
H -20.43 -14.64 -6.01
O -20.47 -20.22 -6.51
C -20.10 -20.38 -5.14
C -21.42 -20.77 -4.44
O -22.08 -19.50 -4.29
H -21.24 -19.63 -6.53
H -19.55 -21.32 -5.07
H -19.47 -19.60 -4.72
H -21.11 -21.17 -3.48
H -22.05 -21.39 -5.08
H -22.20 -19.37 -3.34
O -22.73 -18.41 -1.33
C -23.80 -19.03 -0.63
C -23.96 -18.33 0.71
O -22.70 -18.21 1.35
H -22.12 -18.10 -0.64
H -24.65 -19.00 -1.31
H -23.61 -20.08 -0.35
H -24.71 -18.79 1.36
H -24.34 -17.33 0.49
H -22.79 -18.16 2.30
O -20.72 -24.10 -6.27
C -21.07 -23.41 -7.47
C -21.41 -24.39 -8.63
O -20.27 -25.17 -8.95
H -20.21 -23.49 -5.72
H -21.89 -22.72 -7.30
H -20.22 -22.78 -7.74
H -21.52 -23.71 -9.48
H -22.39 -24.87 -8.61
H -20.45 -25.58 -9.80
O -19.42 -17.22 -10.43
C -19.75 -16.37 -9.31
C -19.27 -17.00 -8.00
O -17.84 -17.01 -7.83
H -18.61 -17.69 -10.21
H -19.10 -15.49 -9.42
H -20.81 -16.21 -9.49
H -19.53 -18.06 -7.94
H -19.71 -16.40 -7.21
H -17.58 -17.81 -8.30
O -20.16 -26.17 -2.20
C -18.94 -25.46 -1.93
C -18.59 -24.52 -3.08
O -19.53 -23.48 -3.22
H -19.85 -27.07 -2.36
H -19.15 -24.85 -1.04
H -18.10 -26.09 -1.62
H -18.54 -25.18 -3.95
H -17.65 -24.03 -2.83
H -20.42 -23.87 -3.14
O -26.19 -22.32 -4.51
C -24.90 -21.72 -4.60
C -24.62 -21.38 -6.10
O -24.22 -22.48 -6.91
H -26.17 -23.28 -4.58
H -25.07 -20.74 -4.15
H -24.17 -22.33 -4.05
H -23.88 -20.60 -6.32
H -25.51 -20.91 -6.54
H -25.00 -22.93 -7.25
O -16.21 -22.45 -8.96
C -17.53 -22.74 -8.54
C -18.47 -21.99 -9.51
O -18.88 -20.76 -8.92
H -15.60 -22.81 -8.31
H -17.76 -23.81 -8.56
H -17.72 -22.41 -7.52
H -19.39 -22.53 -9.75
H -17.91 -21.84 -10.43
H -19.42 -20.95 -8.14
O -22.30 -24.20 -3.95
C -23.20 -25.25 -3.74
C -23.88 -25.81 -4.99
O -24.90 -24.93 -5.45
H -21.83 -24.32 -4.80
H -22.72 -26.03 -3.13
H -24.07 -24.97 -3.13
H -24.32 -26.76 -4.68
H -23.21 -26.09 -5.81
H -24.47 -24.06 -5.47
O -14.69 -20.65 -2.64
C -15.07 -21.47 -3.74
C -15.85 -20.80 -4.86
O -16.90 -19.98 -4.38
H -14.89 -21.13 -1.83
H -14.13 -21.77 -4.22
H -15.51 -22.38 -3.35
H -16.27 -21.50 -5.58
H -15.16 -20.19 -5.46
H -16.52 -19.17 -4.03
```

Atom charges from the Löwdin analysis, given in e for atoms 1 to 6: atom 1 (O): -0.056, atom 2 (C): -0.260, atom 3 (C): -0.246, atom 4 (O): -0.063, atom 5 (H): 0.072, atom 6 (H): 0.116

***

No. 3
DFT (ωB97M-V/def2-TZVPD) results for 10 unconnected molecules or ions with the total composition C20H60O20 at a distorted geometry.

HOMO (alpha / beta)	-11.22 / -11.22	eV
E_tot	-2302.112591	Eh
HOMO-LUMO gap (alpha / beta)	0.29200 / 0.05626	hartree
total charge	+1
2S+1	2
LUMO (alpha / beta)	-3.27 / -9.69	eV
ΔE to the lowest compared entry with this formula, charge and spin	88.8	kcal/mol

```
100
C20H60O20, DFT ωB97M-V/def2-TZVPD
C 0.23 -1.71 -4.47
C 0.63 -0.15 -4.71
O 0.83 -0.01 -6.08
O 1.37 -2.49 -4.21
H -0.28 -2.28 -5.25
H -0.39 -1.76 -3.58
H 1.54 0.03 -4.13
H -0.22 0.40 -4.30
H 1.39 -0.75 -6.33
H 1.49 -2.81 -3.31
C 0.64 0.01 5.06
C 0.01 -0.12 6.48
O 0.61 -1.28 7.14
O 0.43 1.35 4.58
H 0.21 -0.70 4.34
H 1.67 -0.32 5.15
H -1.06 -0.17 6.31
H -0.01 0.82 7.03
H 0.43 -1.24 8.08
H 0.13 1.36 3.67
C -3.65 2.69 3.76
C -2.86 3.68 2.86
O -2.89 3.49 1.37
O -5.08 2.67 3.48
H -3.35 2.59 4.80
H -3.41 1.69 3.41
H -1.82 3.48 3.12
H -3.17 4.66 3.21
H -2.56 2.62 1.15
H -5.14 2.39 2.56
C 3.84 2.93 1.37
C 2.56 2.41 2.02
O 1.72 2.37 1.00
O 4.50 1.99 0.53
H 4.49 3.22 2.20
H 3.63 3.87 0.86
H 2.26 3.01 2.88
H 2.49 1.40 2.42
H 2.20 2.08 0.22
H 4.07 1.89 -0.32
C -0.87 -0.55 0.99
C -0.87 -0.70 -0.54
O 0.27 -0.01 -1.08
O -0.94 0.79 1.37
H 0.02 -1.05 1.37
H -1.71 -1.01 1.51
H -1.80 -0.51 -1.07
H -0.76 -1.77 -0.72
H 0.96 -0.68 -1.15
H -0.31 1.27 0.83
C 4.14 0.29 -2.68
C 5.47 -0.18 -1.94
O 6.22 0.97 -1.44
O 3.34 0.77 -1.65
H 3.71 -0.60 -3.13
H 4.47 1.06 -3.38
H 6.24 -0.67 -2.54
H 5.20 -0.75 -1.05
H 5.98 1.28 -0.57
H 2.80 1.44 -2.07
C 3.47 -3.93 -1.02
C 3.06 -2.77 -0.20
O 2.32 -1.85 -0.93
O 4.11 -3.59 -2.33
H 2.73 -4.73 -1.09
H 4.35 -4.33 -0.53
H 3.94 -2.30 0.22
H 2.51 -2.97 0.73
H 2.88 -1.08 -1.03
H 3.52 -4.01 -2.95
C -5.12 -2.73 1.61
C -5.79 -3.85 0.81
O -4.83 -4.83 0.30
O -4.27 -1.82 0.81
H -4.59 -3.44 2.25
H -5.86 -2.15 2.15
H -6.27 -3.45 -0.08
H -6.64 -4.22 1.38
H -4.50 -4.47 -0.53
H -4.88 -1.56 0.11
C 0.15 6.60 -0.25
C 0.00 5.18 0.34
O -0.22 4.06 -0.56
O 0.61 7.52 0.70
H -0.74 6.98 -0.75
H 0.86 6.80 -1.06
H -0.94 5.31 0.87
H 0.83 5.05 1.03
H 0.13 3.23 -0.22
H 1.08 8.22 0.24
C -2.92 -3.71 -2.79
C -2.51 -4.04 -4.22
O -3.12 -3.09 -5.06
O -4.15 -4.11 -2.28
H -2.90 -2.65 -2.53
H -2.10 -4.19 -2.26
H -2.89 -5.04 -4.47
H -1.43 -4.03 -4.37
H -4.06 -3.13 -4.91
H -4.90 -3.59 -2.57
```

Atom charges from the Löwdin analysis, given in e for atoms 1 to 6: atom 1 (C): -0.080, atom 2 (C): -0.063, atom 3 (O): 0.150, atom 4 (O): 0.078, atom 5 (H): 0.145, atom 6 (H): 0.136

***

No. 4
DFT (ωB97M-V/def2-TZVPD) results for 11 unconnected molecules or ions with the total composition C20H60O24S at a distorted geometry.

HOMO	-4.39	eV
E_tot	-3001.629875	Eh
HOMO-LUMO gap	0.30963	hartree
total charge	-2
LUMO	4.03	eV
ΔE to the lowest compared entry with this formula, charge and spin	0.0	kcal/mol

```
105
C20H60O24S, DFT ωB97M-V/def2-TZVPD
S 0.20 -0.36 0.29
O 0.51 0.48 -0.81
O 1.05 -1.54 0.27
O 0.61 0.42 1.53
O -1.20 -0.60 0.26
C -2.93 1.70 3.36
C -2.01 2.49 2.56
O -0.71 2.39 3.14
O -4.24 1.72 2.94
H -2.69 1.90 4.57
H -2.69 0.61 3.14
H -2.04 3.58 2.37
H -1.88 2.10 1.56
H -0.02 1.89 2.59
H -4.17 1.35 2.12
C 4.43 -0.27 0.40
C 5.51 0.14 -0.47
O 5.50 1.61 -0.46
O 3.93 -1.47 0.16
H 3.45 0.36 0.36
H 4.78 -0.02 1.51
H 5.29 -0.12 -1.50
H 6.53 0.02 -0.36
H 4.55 2.01 -0.61
H 2.96 -1.36 0.23
C 2.02 -4.80 0.47
C 1.48 -4.46 1.95
O 1.85 -3.22 2.30
O 1.15 -4.10 -0.46
H 1.99 -6.01 0.26
H 3.02 -4.50 0.17
H 1.80 -5.28 2.71
H 0.46 -4.56 1.99
H 1.29 -2.49 1.84
H 1.46 -3.19 -0.48
C 2.77 -0.04 -3.87
C 2.83 -0.82 -5.24
O 4.18 -1.03 -5.60
O 1.47 0.20 -3.59
H 3.36 0.78 -3.80
H 3.05 -0.63 -2.98
H 2.33 -0.28 -6.12
H 2.13 -1.71 -5.31
H 4.58 -0.13 -5.57
H 1.38 -0.02 -2.62
C -4.04 -4.74 1.57
C -3.21 -3.59 0.85
O -2.78 -2.53 1.67
O -4.47 -5.56 0.48
H -4.83 -4.57 2.18
H -3.22 -5.20 2.14
H -3.75 -3.09 0.06
H -2.35 -3.95 0.16
H -2.53 -1.72 1.24
H -5.34 -5.17 0.38
C 2.53 3.66 -0.35
C 2.91 3.57 1.09
O 2.86 4.87 1.63
O 2.85 2.41 -0.85
H 3.17 4.37 -0.87
H 1.49 4.07 -0.67
H 3.84 3.29 1.45
H 2.07 3.00 1.41
H 3.18 4.85 2.62
H 2.18 1.73 -0.85
C -4.59 0.16 -0.53
C -5.89 1.05 -0.33
O -6.82 0.90 -1.37
O -3.55 0.46 0.52
H -4.21 0.29 -1.59
H -4.79 -1.04 -0.55
H -5.56 2.09 -0.42
H -6.47 0.84 0.61
H -7.52 1.31 -1.02
H -2.66 0.06 0.33
C -1.66 2.81 -1.34
C -2.67 3.69 -2.06
O -3.62 4.14 -1.17
O -0.63 2.23 -2.16
H -2.16 2.09 -1.04
H -1.08 3.28 -0.65
H -3.26 3.11 -2.92
H -2.22 4.64 -2.40
H -3.26 4.42 -0.37
H -0.11 1.62 -1.59
C 2.60 0.05 4.26
C 3.19 1.48 4.43
O 4.51 1.40 4.78
O 1.28 0.24 4.03
H 2.76 -0.48 5.36
H 3.10 -0.57 3.58
H 2.55 2.24 5.10
H 3.35 1.86 3.33
H 4.57 1.19 5.75
H 1.02 0.21 3.08
C -1.60 -2.16 -3.34
C -1.96 -0.71 -3.73
O -1.03 -0.36 -4.77
O -2.20 -2.61 -2.11
H -0.49 -2.48 -3.52
H -1.95 -2.98 -4.04
H -1.81 -0.08 -2.74
H -2.99 -0.50 -4.13
H -0.20 -0.23 -4.44
H -1.88 -2.05 -1.40
```

Atom charges from the Löwdin analysis, given in e for atoms 1 to 6: atom 1 (S): 0.311, atom 2 (O): -0.326, atom 3 (O): -0.338, atom 4 (O): -0.359, atom 5 (O): -0.302, atom 6 (C): -0.286

***

Look up the E_tot of the third one.
-2302.112591 Eh

***

Look up the E_tot of the second one.
-2302.581010 Eh

***

Which formula does entry 4 have?
C20H60O24S

***

Which of these has the lowest ΔE to the lowest compared entry with this formula, charge and spin?
C20H60O24S